Entry 1:
24
Properties=species:S:1:pos:R:3:mulliken_charge:R:1 method="wB97M-V/def2-TZVPD" energy_ev=-9908.13683 orbital_gap_ha=0.3301 total_charge=+1 lumo_energy_ev=-3.16 de_lowest_ev=1.579
N -1.4686 0.2394 1.4692 -0.544
N 2.1995 -1.3851 0.3637 -0.148
N -1.8077 1.2892 -0.5825 -0.160
C 1.1586 -0.3613 -0.0224 -0.465
C 1.3545 0.0760 -1.4625 -1.371
C -2.0370 1.1372 0.7540 -0.045
C 2.0378 -1.9220 1.7603 -0.826
C -2.8776 1.8073 -1.4448 -0.855
H 0.9515 -0.6992 -2.1182 0.377
H 2.3545 -1.1824 2.4898 0.333
H -2.5077 2.5892 -2.1087 0.260
H -1.3732 0.4708 -0.9714 0.152
H 0.9948 -2.1803 1.8806 0.338
H 2.4175 0.1703 -1.7131 0.444
H -3.6749 2.2044 -0.8185 0.338
H 2.7089 -2.7736 1.8411 0.373
H 1.2183 0.4554 0.6890 0.334
H -3.2899 1.0159 -2.0694 0.302
H -1.9165 0.2327 2.3813 0.228
H 0.8654 1.0262 -1.6563 0.390
H 2.1509 -2.1740 -0.2784 0.381
H 3.1275 -0.9672 0.2681 0.373
H 0.2214 -0.8626 0.1827 0.452
H -2.8079 1.7936 1.1663 0.342

---

Entry 2:
24
Properties=species:S:1:pos:R:3:mulliken_charge:R:1 method="wB97M-V/def2-TZVPD" energy_ev=-9906.82588 orbital_gap_ha=0.2862 total_charge=+1 lumo_energy_ev=-3.72 de_lowest_ev=2.890
N 0.0119 1.2810 -2.3291 -0.060
N -1.3836 -1.6731 0.5025 -0.566
N 0.8801 -1.3350 3.4277 -0.311
C -0.3319 -1.7297 1.3940 -0.202
C -1.2394 1.1755 -1.6053 -0.950
C 0.7890 2.3818 -1.7550 -0.863
C -0.3865 -1.3143 2.6656 -0.170
C 0.7584 0.0577 -2.2188 -0.801
H -1.7638 2.1288 -1.6295 0.333
H -1.2128 -0.8319 3.1600 0.393
H 0.8213 -0.3422 -1.1838 0.139
H 0.8004 -1.7916 4.3376 0.368
H 0.5957 -2.1166 0.9804 0.285
H -1.0499 0.9371 -0.5339 0.283
H 1.7347 0.1348 -2.6918 0.373
H 0.2679 -0.7865 -2.7266 0.326
H -1.8739 0.4088 -2.0561 0.324
H -2.0856 -1.0351 0.8742 0.321
H -1.1082 -1.2558 -0.3731 0.162
H 0.8864 2.2725 -0.6561 0.296
H 1.5960 -1.8577 2.9173 0.350
H 1.2563 -0.3996 3.5916 0.348
H 1.7940 2.3829 -2.1681 0.316
H 0.2435 3.3082 -1.9236 0.304

---

Entry 3:
25
Properties=species:S:1:pos:R:3:mulliken_charge:R:1 method="wB97M-V/def2-TZVPD" energy_ev=-11402.73750 orbital_gap_ha=0.3015 smiles=CN(C)N(C)C(C)(N)N total_charge=0 lumo_energy_ev=1.04 de_lowest_ev=2.799
N -0.8339 1.2054 -0.2156 -0.303
N 1.6039 -1.6531 -0.6057 -0.461
N 0.0854 0.2072 -0.6575 0.546
N 1.8468 0.0096 0.9282 -0.441
C -2.2230 0.7490 -0.3381 -0.900
C 0.8563 -0.7251 0.2025 0.512
C -0.0408 -1.5388 1.1350 -1.671
C -0.5967 1.8176 1.0863 -0.886
C 0.3138 0.1644 -2.1270 -0.994
H -2.4517 -0.0496 0.3751 0.258
H -0.5200 -0.9274 1.9012 0.335
H -1.2616 2.6789 1.2204 0.315
H 2.1948 0.8881 0.5580 0.231
H -0.1759 1.0154 -2.6116 0.320
H -2.9203 1.5765 -0.1698 0.369
H -0.7643 1.1409 1.9260 0.241
H 0.4216 2.2124 1.1464 0.300
H 2.0666 -0.1837 1.8994 0.162
H -2.4188 0.3694 -1.3466 0.261
H -0.0978 -0.7662 -2.5259 0.303
H 0.5440 -2.3014 1.6627 0.459
H -0.8252 -2.0539 0.5707 0.362
H 1.3873 0.2301 -2.3275 0.312
H 1.2300 -2.5649 -0.8507 0.172
H 2.5795 -1.5010 -0.8359 0.198

---

Entry 4:
27
Properties=species:S:1:pos:R:3:mulliken_charge:R:1 method="wB97M-V/def2-TZVPD" energy_ev=-15497.44336 orbital_gap_ha=0.3333 smiles="CO[C@@H](C)CN.NNC(N)=O" total_charge=0 lumo_energy_ev=0.68
O 1.4352 -0.4949 -3.8648 -0.377
O -1.1537 1.3781 1.8768 -0.570
N -3.0753 1.0350 4.5461 -0.594
N 1.6761 -0.6272 -1.0303 -0.535
N -1.7681 0.7978 4.0626 -0.022
N 0.5239 1.0965 3.4623 -0.347
C 1.1097 0.8773 -3.7803 -0.724
C -0.8197 1.1442 3.0290 0.514
C 1.0216 -2.7327 -3.3871 -1.500
C 0.3983 -0.9346 -1.6579 -0.832
C 0.5239 -1.3266 -3.1480 0.497
H 0.7555 0.8517 4.4132 0.171
H 0.9259 -2.9916 -4.4435 0.354
H 0.4543 -3.4696 -2.8022 0.375
H -0.2413 -0.0369 -1.6066 0.421
H 1.5261 -0.3202 -0.0740 0.213
H -0.1566 -1.7379 -1.1348 0.402
H 1.3077 1.3145 2.8621 0.216
H 0.0236 1.0537 -3.9348 0.296
H 2.2273 -1.4715 -0.9311 0.214
H -3.6175 0.5214 5.2904 0.226
H -1.2885 0.9462 4.9120 0.211
H -3.6942 1.2366 3.7986 0.200
H -0.4926 -1.1947 -3.5513 0.302
H 1.4109 1.3195 -2.8130 0.257
H 1.6366 1.4114 -4.5728 0.270
H 2.0720 -2.7781 -3.1272 0.362

---

Entry 5:
26
Properties=species:S:1:pos:R:3:mulliken_charge:R:1 method="wB97M-V/def2-TZVPD" energy_ev=-12888.26159 orbital_gap_ha=0.3810 smiles=N[C@H]1C[NH2+][C@@H](N)C(N)(N)C1 total_charge=+1 lumo_energy_ev=-2.77 de_lowest_ev=0.000
N -0.2900 -1.3645 -0.7978 -0.147
N -2.1213 0.1507 2.1183 -0.619
N -0.1503 0.6414 -2.1379 -0.531
N 1.8826 1.5015 -0.3977 -0.518
N 1.7275 -0.7469 0.5841 -0.609
C -0.1141 0.8536 0.9094 -1.437
C 1.1323 0.4241 -0.0268 0.796
C -1.5121 -0.7155 -0.1493 -0.629
C -1.0857 -0.2821 1.2578 -0.055
C 0.5748 -0.2898 -1.3776 -1.017
H 1.9461 2.2338 0.3285 0.255
H 2.7446 1.3391 -0.9526 0.259
H 0.4940 1.4349 -2.5069 0.318
H -0.6378 -1.1859 1.7798 0.255
H -0.7065 1.6428 0.4646 0.563
H 0.4755 -1.7053 -0.0812 0.462
H 1.8607 -0.8678 1.6438 0.258
H 1.4069 -0.7526 -1.8536 0.629
H 2.6819 -1.0485 0.2513 0.237
H -2.8590 -0.5807 2.1385 0.309
H -1.7401 0.1377 -0.8501 0.332
H -2.3497 -1.4678 -0.1063 0.443
H -2.4298 1.0208 1.6574 0.315
H 0.3775 1.3073 1.7409 0.533
H -0.5864 -2.0610 -1.4449 0.340
H -0.5533 0.2003 -2.9917 0.256

---

Entry 6:
24
Properties=species:S:1:pos:R:3:mulliken_charge:R:1 method="wB97M-V/def2-TZVPD" energy_ev=-11009.26888 orbital_gap_ha="0.3726 / 0.2238" multiplicity=2 total_charge=+2 lumo_energy_ev="-7.99 / -12.03" de_lowest_ev=1.511
O 1.1067 -0.1553 -2.7024 -0.749
O 0.1984 -2.7147 -2.8428 -0.698
N 0.7557 2.0484 -0.9701 -0.186
C -0.6636 0.3018 1.3993 -0.047
C -2.2044 -0.6822 3.0192 -1.029
C -1.1551 -0.7668 1.9916 0.021
C 0.7255 0.1982 0.7762 -0.448
C 1.3742 1.6348 0.3528 -0.722
H -0.6049 -1.7944 1.8332 0.352
H -2.1002 -1.3531 3.8162 0.407
H 0.6198 1.2359 -1.5860 0.221
H 1.3008 2.6747 -1.5809 0.416
H 0.8065 -1.0724 -2.6164 0.390
H -0.0714 2.5917 -0.9779 0.384
H -2.1011 0.2957 3.5992 0.353
H 2.5313 1.6317 0.1554 0.385
H -3.2644 -0.8819 2.4920 0.337
H 0.7675 0.1282 -3.6021 0.335
H 0.6718 -0.4689 -0.2270 0.234
H -0.8059 -2.8228 -2.8521 0.356
H 1.5072 -0.2785 1.4624 0.466
H 1.2095 2.1591 1.2382 0.446
H -0.9820 1.3354 1.4299 0.449
H 0.3780 -3.2447 -3.6079 0.329